# 1
62
Properties=species:S:1:pos:R:3:forces:R:3 method="wB97M-V/def2-TZVPD" molar_mass_g_mol=669.27 e_tot_ev=-140268.6186 homo_energy_ha=-0.342 largest_force_ha_per_bohr=0.0528 gap_ha=0.2852 smiles="O=COCCC1=C([PH2]=O)C(=O)C(Br)=C(C(F)(F)C(F)(F)C(F)(F)C(F)(F)F)C1=O.C1CCOC1.C1CCOC1"
H -3.02529 0.06927 -1.35256 -0.025 -0.036 -0.084
F -0.04992 -2.68851 1.19959 0.967 0.131 0.295
H -6.68261 0.70253 -0.45082 -0.007 0.024 -0.015
C 1.36707 5.43256 -4.62472 0.154 -0.045 -0.142
O 3.42314 -5.22745 2.17880 -0.138 0.122 0.496
O 1.24651 3.62379 -3.10157 -0.023 0.088 -0.053
F -2.61579 -0.47556 1.32005 -0.607 0.129 -0.552
C -1.67425 -3.20201 2.87067 -0.135 0.270 -1.378
H 0.91749 2.63659 -4.87455 -0.062 -0.006 -0.043
H 6.36120 -0.27814 1.66314 -0.324 -0.179 0.859
H -0.51461 2.82865 -3.84554 0.054 -0.019 0.078
C 2.85168 -1.52669 2.52511 -0.726 -0.712 0.200
F -2.11767 -2.70721 0.68501 -0.461 -0.185 -0.728
H -0.13350 4.53014 -5.95825 0.022 -0.023 0.012
H 2.27025 -3.75878 1.18593 -0.045 -0.382 0.166
C 3.77536 -0.81014 1.92693 1.307 1.122 0.107
H 2.14790 5.13209 -5.32780 0.002 0.027 0.019
F -1.68022 -4.46552 2.54381 0.382 -1.386 -0.530
H 4.00039 -3.58378 1.14253 0.003 -0.214 0.106
H -4.36105 -0.88018 -0.67385 0.063 0.017 0.065
O 0.98422 -0.97296 3.79373 -1.222 -0.128 1.645
H 1.21711 5.57735 -2.46267 0.046 0.067 -0.022
H -0.75779 5.13867 -4.42085 -0.004 -0.023 -0.024
F -0.42938 -0.33851 -0.15854 -0.089 -0.259 -0.891
H 5.85027 -2.43933 2.41058 -0.131 0.636 0.606
C 1.96112 0.71328 1.00198 1.213 0.934 -0.735
O 1.23006 -5.48614 2.57781 -1.784 1.013 -0.151
C 2.34504 -5.84946 2.67953 1.005 -1.239 0.248
H -5.55448 1.87540 -3.02549 -0.090 0.042 0.012
P 5.47310 -1.37573 1.56082 0.059 -0.088 -2.028
C 1.03346 0.01406 1.61191 -0.733 -0.266 0.263
C -4.10353 0.05077 -1.18923 -0.079 -0.182 -0.026
C 1.51761 -0.83570 2.75005 1.101 -0.562 -1.537
H 2.23607 -3.27107 3.61578 0.137 0.214 0.151
C -4.60238 1.26464 -0.42023 0.104 0.164 -0.031
F -2.92402 -2.89193 3.14568 -0.971 0.703 0.755
Br 1.69233 1.88696 -0.45576 0.256 -0.202 0.344
H -4.55024 1.13408 0.65921 -0.008 -0.019 -0.018
H -6.43553 2.41062 -0.83440 0.015 -0.006 -0.021
O -4.77937 0.06150 -2.45248 -0.043 0.112 0.134
C 0.38653 3.32441 -4.20861 0.097 -0.182 -0.054
C -5.84502 1.01441 -2.41294 0.125 0.078 -0.140
C -1.43255 -0.79803 1.85816 -0.295 -0.282 -0.818
C 1.72259 4.96987 -3.22100 -0.079 0.057 0.190
O 4.15891 1.48100 1.48461 1.728 2.018 -0.051
C -0.39624 0.07944 1.11116 0.300 -0.944 1.291
C 3.40415 0.58551 1.48622 -1.600 -2.152 -0.439
F -1.55358 -0.48385 3.13078 0.537 0.197 1.209
F -0.86956 1.31844 1.15426 -0.263 0.977 0.113
C -1.26310 -2.34530 1.63673 -0.683 -0.099 0.398
O 5.50639 -1.86253 0.15712 -0.079 -0.123 -0.031
H 2.56806 -6.78685 3.21014 0.619 0.104 -0.249
H 3.99152 -2.94985 3.60909 -0.078 -0.283 0.000
H 2.79552 4.99520 -3.02683 -0.015 -0.090 0.041
C 3.17154 -3.87791 1.79199 0.453 0.947 -0.542
H -4.01204 2.14574 -0.68591 0.014 -0.022 0.024
C -6.02010 1.41062 -0.95518 -0.137 -0.102 0.089
C 3.08010 -2.93352 3.00943 -0.498 -0.188 0.026
F -0.89248 -3.03568 3.88850 0.795 0.405 1.316
H -6.74523 0.57202 -2.84197 0.055 -0.055 -0.038
C 0.09267 4.64642 -4.89925 -0.169 0.098 0.089
H 1.24218 6.51225 -4.69584 -0.008 -0.013 0.027

---

# 2
56
Properties=species:S:1:pos:R:3:forces:R:3 method="wB97M-V/def2-TZVPD" molar_mass_g_mol=619.95 e_tot_ev=-83502.6860 spin_multiplicity=6 s2=8.763 homo_energy_ha="-0.320 / -0.395" charge=+1 largest_force_ha_per_bohr=0.0284 gap_ha="0.1922 / 0.2669"
Cl 3.06675 -3.08101 -0.24097 0.464 -0.303 0.218
H -6.86324 1.80996 0.70102 -0.028 0.012 0.002
O 2.62130 -0.07908 0.66477 -0.008 0.076 0.076
Ru 4.71748 -0.75781 0.59697 -0.313 1.228 -0.729
H 1.42788 -0.39640 -3.64365 0.012 0.023 -0.008
H -3.65423 1.39286 2.61411 0.011 0.003 0.052
C 1.15120 -0.27334 -2.60379 -0.252 -0.053 0.103
H -6.33377 -0.01979 2.34454 -0.046 0.008 -0.087
H -4.23300 -1.13873 -0.63522 0.005 0.006 -0.014
O 4.53785 -0.13560 -1.46547 0.394 -0.207 0.701
N -5.96965 1.32753 0.78013 -0.054 0.065 0.072
O 3.64779 -0.70892 -3.43484 0.129 0.056 0.171
H -2.67484 0.13384 -1.44325 0.004 -0.007 0.032
H -0.64792 -0.71427 -4.27319 0.026 -0.064 0.045
C -0.58158 -0.09235 -1.02039 0.105 0.017 0.337
C -2.35030 0.04859 0.65655 0.149 -0.010 -0.224
C 0.38956 -0.09758 -0.00536 -0.041 0.090 -0.005
C 5.23636 0.57442 2.75840 0.117 0.092 -0.056
H 4.69517 0.48491 3.68752 -0.097 -0.126 -0.068
Cl 6.14572 -4.36915 -0.40709 0.116 0.057 0.001
N -0.17081 -0.19437 -2.32916 0.232 -0.051 -0.230
H -2.13721 1.23427 -4.72902 -0.002 0.006 0.009
C -1.35532 -0.02618 1.64235 0.205 -0.071 0.041
H 7.73697 0.02050 0.63409 -0.083 -0.121 -0.083
H 6.13106 2.03671 -0.09674 -0.098 -0.126 -0.100
C -0.02623 -0.06852 1.32460 -0.175 0.025 0.043
H -1.87817 1.82986 -3.07820 -0.009 0.004 -0.008
N -3.73358 0.17423 0.92921 -0.102 0.057 0.147
H 0.71181 -0.10289 2.11414 0.025 -0.026 -0.017
C 1.82275 -0.13275 -0.30010 -0.142 0.023 -0.183
C 5.01438 1.56020 1.76185 0.119 -0.038 0.127
C 5.99716 1.40807 0.76849 0.129 -0.037 0.084
H -5.01036 -1.50691 0.89208 0.011 -0.005 -0.007
H -0.53073 1.75876 -4.21544 -0.023 0.026 -0.005
H -4.07014 -0.27620 3.00317 -0.036 -0.010 0.004
C 2.15201 -0.24114 -1.68360 0.443 -0.121 0.149
H -5.98377 1.61779 2.89313 -0.044 0.079 -0.102
C 3.56708 -0.40173 -2.25912 -0.524 0.112 -0.283
C -4.68238 -0.68640 0.24243 -0.052 -0.001 0.074
C 6.83643 0.32343 1.14495 0.181 0.274 0.131
C -1.11015 -0.17233 -3.45127 -0.144 0.272 -0.134
Si 5.01335 -3.17157 0.81147 -0.620 -0.751 -0.318
C -4.20762 0.52143 2.26909 0.133 -0.008 -0.135
H -6.81989 -0.38361 -0.12585 -0.048 0.083 0.053
C -5.88803 0.17625 -0.17579 0.161 -0.368 -0.205
C 6.37923 -0.17250 2.39072 0.041 0.041 0.065
Cl 4.55766 -4.32700 2.45208 0.064 0.025 0.174
H 6.85954 -0.93067 2.98836 -0.074 -0.104 -0.080
H -5.77198 0.57950 -1.17979 -0.001 0.097 0.036
F -1.68762 -0.08005 2.95216 -0.190 0.061 -0.040
C -5.70598 0.85198 2.17334 0.184 -0.098 0.290
H -5.22215 1.98248 0.54138 -0.027 0.056 -0.067
H 4.26404 2.33386 1.79893 -0.119 -0.117 -0.108
H -2.01061 -0.71959 -3.17596 0.054 -0.082 0.011
C -1.93005 0.02622 -0.66657 -0.210 0.035 -0.011
C -1.43925 1.25082 -3.89221 0.047 -0.106 0.061

---

# 3
56
Properties=species:S:1:pos:R:3:forces:R:3 method="wB97M-V/def2-TZVPD" relative_energy_kcal_mol=8.6 molar_mass_g_mol=649.49 e_tot_ev=-104580.8429 spin_multiplicity=2 s2=0.763 homo_energy_ha="-0.006 / -0.015" charge=-2 largest_force_ha_per_bohr=0.0611 gap_ha="0.1536 / 0.1626"
C -2.46754 -1.69261 -0.75468 0.441 -0.421 2.505
C 0.51046 -5.65361 0.86772 0.150 -0.131 0.220
Cl 3.08106 -1.12201 -0.11248 0.871 -0.728 0.322
C 1.87326 0.07279 -0.68218 -0.348 0.723 -0.452
H 1.46046 3.48459 -2.85288 0.044 0.043 -0.016
H -1.78334 3.73269 2.35402 -0.108 -0.101 0.064
H 0.88196 2.06719 -1.94228 -0.061 -0.027 -0.092
H 2.12666 0.18439 -1.74628 -0.189 0.071 0.092
O -0.53054 -1.71181 3.53742 -0.449 -0.436 0.406
H -0.06884 -6.55761 0.66362 -0.030 0.060 0.094
C 0.03086 4.29359 1.39602 -0.019 -0.045 0.096
H 2.18296 0.99359 -0.17308 -0.253 -0.040 -0.083
H 2.33836 -6.40591 -0.03178 0.047 -0.009 -0.067
H -0.35394 2.95309 2.99552 -0.096 -0.171 0.074
C -2.08254 -1.17391 -2.06888 1.569 1.796 -2.043
C 0.80656 5.43829 1.42902 0.155 0.237 -0.146
H 2.96046 7.21139 -0.52728 0.058 0.070 -0.020
H -4.34054 -2.60871 -1.20368 0.054 -0.027 -0.053
N -0.16694 -2.79021 -3.42918 -0.105 -0.041 0.055
C -3.60444 -2.43431 -0.42988 0.195 0.376 -0.728
H -0.99284 -3.13211 -3.91108 0.155 0.177 0.148
O 0.35196 -0.79871 1.69842 0.062 -0.488 0.160
C 0.73836 3.91259 -0.87408 -0.038 -0.225 -0.112
Co 0.06496 -0.58931 -0.28448 0.510 0.707 0.184
N 0.66756 -3.41791 -0.07808 0.104 -1.501 1.167
H -0.67434 4.65219 3.39192 0.073 0.179 0.141
C 1.51196 5.06079 -0.81028 0.080 0.232 0.126
H 2.24286 -6.66481 1.71582 0.015 -0.066 0.062
C 2.01056 -5.96831 0.91072 -0.137 -0.048 0.050
C 2.34746 7.11799 0.36862 -0.075 -0.047 0.049
C 1.54916 5.84579 0.33032 0.061 0.023 -0.069
H -4.63474 -3.50421 1.12202 -0.042 0.018 -0.057
O -2.72534 -1.42771 -3.10368 -0.364 -0.309 0.645
C 0.25296 -4.62891 -0.17558 -0.256 0.148 -0.757
H 2.56106 -5.04441 1.07312 0.050 0.027 -0.002
H -0.27784 3.19459 -2.60798 -0.045 -0.100 -0.025
C -0.53394 -1.45181 2.33592 0.900 0.610 -0.192
C -0.01994 3.51289 0.23462 -0.296 -0.341 -0.147
H 3.00026 7.14079 1.24182 0.095 0.082 0.044
H -2.85354 -2.98631 2.84152 0.037 0.015 0.060
O -0.98314 -0.47651 -2.06338 -1.125 -1.221 -0.421
H 0.20776 -5.24211 1.83422 -0.099 -0.058 -0.061
C -0.03694 -3.29861 -2.16508 0.258 -0.731 0.147
C 0.70916 3.12279 -2.14728 0.039 -0.007 -0.033
S -0.45374 -4.98471 -1.77698 0.627 0.961 0.567
H 2.09436 5.35959 -1.67628 0.032 -0.002 -0.069
H -0.20594 -1.76701 -3.36538 -0.019 0.001 -0.021
C -2.77774 -2.63871 1.82202 -0.987 -0.293 -0.724
Te -1.28934 1.80229 0.11252 -0.219 0.670 0.235
H 1.68326 7.98419 0.42562 0.063 0.105 -0.010
N -1.52654 -1.42891 0.20572 -2.450 -0.825 -0.943
C -3.76724 -2.91561 0.84942 0.848 0.123 1.133
C -1.68934 -1.88681 1.44912 0.535 0.421 -0.138
C -0.74014 3.89569 2.61342 -0.010 0.025 0.014
H 0.83166 6.04209 2.32842 -0.017 0.053 0.167
N 0.50266 -2.67141 -1.15458 -0.288 0.490 -1.546